1.
# C25H47F7IO14P3S3

A 3-piece molecular cluster, C25H47F7IO14P3S3 overall in a non-equilibrium geometry (the ωB97M-V functional and the def2-TZVPD basis, the OMol25 dataset).

Summary:
Gap between HOMO and LUMO in eV: 7.356
SMILES string: C=C[C@]1(I)OS(=O)(=O)[C@H](CCCOC)[C@@H](S(=O)(=O)C(F)(F)C(F)(F)C(F)(F)F)[C@H]1[PH2]=S.CCOP(=O)(OCC)OCC.CCOP(=O)(OCC)OCC
Largest force on an atom in Eh/bohr: 0.1544
LUMO energy in eV: -0.93
DFT total energy in Ha: -5249.3046
ΔE to the lowest compared entry with this formula, charge and spin in kJ/mol: 0.0

```
! wB97M-V def2-TZVPD RIJCOSX def2/J DEFGRID3
* xyz 0 1
C 3.90330 -1.35686 -1.59358
C 2.95125 -0.37927 -1.78130
C 1.97161 -0.34507 -2.99665
I 2.46828 -2.05363 -4.21825
O 2.28876 0.85672 -3.76212
S 1.62520 2.20144 -3.16666
O 1.86389 3.22308 -4.14109
O 2.17506 2.62658 -1.90845
C -0.18010 1.96517 -3.13632
C -0.72370 2.61203 -1.82399
C -2.19462 3.11142 -1.98821
C -3.24293 2.11090 -1.43985
O -2.84817 1.58102 -0.18434
C -3.81137 0.57275 0.15840
C -0.57833 0.44045 -3.16762
S -0.86521 -0.00379 -4.90134
O 0.28790 0.07187 -5.74691
O -1.83213 0.94718 -5.39958
C -1.65086 -1.66232 -5.19369
F -0.80048 -2.69199 -5.04679
F -1.96042 -1.66714 -6.49719
C -2.99147 -1.92541 -4.43956
F -4.01685 -1.33998 -5.05974
F -2.98187 -1.54301 -3.14472
C -3.33058 -3.47164 -4.43512
F -3.20183 -4.03110 -5.61858
F -4.61288 -3.58241 -4.06246
F -2.62120 -4.09578 -3.49102
C 0.53314 -0.34208 -2.36018
P -0.03363 -2.03417 -1.74397
S 0.97351 -2.64887 -0.17686
H 4.78979 -1.41355 -2.23450
H 3.73261 -2.02007 -0.72952
H 2.88400 0.38214 -0.98739
H -0.60386 2.53681 -3.97294
H -0.13174 3.49491 -1.53729
H -0.61569 1.88935 -0.99923
H -2.41591 3.45774 -3.00931
H -2.27000 4.00876 -1.34529
H -3.41765 1.31256 -2.19024
H -4.16840 2.69787 -1.26125
H -4.80082 1.06902 0.16874
H -3.57601 0.08058 1.10838
H -3.85988 -0.18516 -0.65354
H -1.49805 0.38639 -2.55749
H 0.64595 0.22355 -1.41042
H 0.09141 -3.02651 -2.73534
H -1.36178 -1.82179 -1.29339
C -8.05496 -4.51656 2.26333
C -7.85844 -3.15250 2.90032
O -6.70012 -3.11254 3.73453
P -5.21963 -3.08353 3.01264
O -5.18127 -1.65888 2.52748
O -4.24298 -2.88401 4.32445
C -3.31488 -1.80272 4.41373
C -3.89919 -0.66487 5.22757
O -5.03527 -4.72739 3.11676
C -4.66768 -5.43056 4.30994
C -5.62924 -5.28355 5.46949
H -7.25826 -4.73466 1.54737
H -9.00750 -4.55955 1.73267
H -8.03495 -5.30325 3.01783
H -7.79331 -2.37326 2.13448
H -8.71303 -2.91714 3.53592
H -3.00265 -1.46980 3.42435
H -2.42138 -2.18543 4.91241
H -4.89129 -0.38396 4.87339
H -3.25109 0.21221 5.19142
H -4.01460 -0.96821 6.27001
H -3.65143 -5.16872 4.60236
H -4.63623 -6.48465 4.02445
H -5.63462 -4.27025 5.86894
H -5.33495 -5.95575 6.27818
H -6.64839 -5.52513 5.16690
C 8.72629 3.67188 3.72653
C 8.19288 4.76313 2.81518
O 7.69146 4.23770 1.58728
P 6.25022 3.43579 1.61312
O 5.29851 4.59146 1.75792
O 6.00367 3.15639 0.01081
C 4.80996 3.58200 -0.65498
C 5.04215 4.89662 -1.37184
O 6.98075 1.95156 1.76049
C 7.58846 1.23711 0.68021
C 8.74590 1.94360 0.00750
H 7.91960 3.02253 4.07601
H 9.21435 4.10552 4.60113
H 9.44222 3.04146 3.19849
H 7.41243 5.34153 3.31947
H 8.99802 5.45287 2.55783
H 3.97345 3.64442 0.03925
H 4.55471 2.81306 -1.38416
H 5.48679 5.64262 -0.71213
H 4.10699 5.29125 -1.77132
H 5.74105 4.75598 -2.19914
H 6.83200 0.93755 -0.04506
H 7.96473 0.31119 1.12248
H 8.42106 2.82785 -0.53931
H 9.22274 1.26957 -0.70754
H 9.48966 2.26140 0.73868
*
```

2.
# C25H47N5O8S2

A 5-piece molecular cluster, C25H47N5O8S2 overall in a non-equilibrium geometry (the ωB97M-V functional and the def2-TZVPD basis, the OMol25 dataset).

Summary:
Gap between HOMO and LUMO in eV: 9.657
SMILES string: CCCCO[C@@]1(S(C)(=O)=O)OS(=O)(=O)O[C@]1(O)CNC.CCCC#N.CCCC#N.CCCC#N.CCCC#N
Largest force on an atom in Eh/bohr: 0.1149
LUMO energy in eV: 0.31
DFT total energy in Ha: -2652.6707

```
! wB97M-V def2-TZVPD RIJCOSX def2/J DEFGRID3
* xyz 0 1
C -3.48767 -3.99734 -2.66736
C -2.14121 -4.83863 -2.74867
C -1.08365 -4.24631 -3.79396
C -0.65645 -2.74088 -3.41252
O 0.77261 -2.76531 -3.19997
C 1.25296 -1.59017 -2.57353
S 0.75080 -1.58378 -0.75216
C 0.81180 -3.37926 -0.25306
O -0.59310 -0.97322 -0.52832
O 1.76710 -0.82862 0.06829
O 2.66661 -1.90966 -2.42985
S 3.57731 -1.34281 -3.70244
O 4.86684 -0.74741 -3.29433
O 3.69412 -2.34960 -4.77925
O 2.38756 -0.31664 -4.28624
C 1.26352 -0.20484 -3.35642
O 0.21142 0.11515 -4.25163
C 1.61674 1.13748 -2.59184
N 0.66678 1.53154 -1.52962
C -0.52877 2.23507 -2.05252
H -3.37963 -3.21911 -1.85552
H -4.36728 -4.66278 -2.40911
H -3.63656 -3.46606 -3.65762
H -2.40372 -5.87703 -3.11209
H -1.66651 -4.90844 -1.72819
H -1.62476 -4.23332 -4.79366
H -0.16474 -4.90073 -3.85923
H -0.99307 -2.08812 -4.26532
H -1.26733 -2.47073 -2.50438
H 1.18134 -3.50651 0.80002
H 1.47209 -3.92680 -0.99884
H -0.22089 -3.81227 -0.36270
H -0.64875 0.10958 -3.79166
H 1.60245 1.96479 -3.37756
H 2.68078 1.12968 -2.19796
H 1.17048 2.24990 -0.98980
H -0.31464 2.95869 -2.90045
H -0.94079 2.85740 -1.19496
H -1.35653 1.50050 -2.31139
C 6.20514 5.08557 -1.58641
C 5.46194 3.96588 -0.86576
C 4.75775 3.00415 -1.82622
C 3.74558 3.74514 -2.64179
N 2.96441 4.32717 -3.27437
H 5.52288 5.71812 -2.15895
H 6.71475 5.72795 -0.86549
H 6.95550 4.68091 -2.27118
H 4.73096 4.40719 -0.18232
H 6.17215 3.40185 -0.25583
H 4.25316 2.21514 -1.26474
H 5.47989 2.53317 -2.49750
C -4.91509 -0.25343 1.75903
C -3.87705 -0.38014 2.86832
C -2.64400 -1.18018 2.44099
C -3.04088 -2.56921 2.05590
N -3.34955 -3.64901 1.75665
H -5.30864 -1.22867 1.46161
H -5.76169 0.34808 2.09833
H -4.48755 0.22911 0.87572
H -4.34308 -0.85419 3.73827
H -3.56313 0.62123 3.17715
H -1.92608 -1.23130 3.26229
H -2.15177 -0.70272 1.58978
C 4.48250 -1.72701 1.70926
C 4.81842 -2.29572 3.08382
C 4.12786 -1.54220 4.22320
C 4.55986 -0.11139 4.22560
N 4.89507 1.00006 4.22704
H 4.82517 -0.69502 1.60604
H 4.97240 -2.31093 0.92674
H 3.40589 -1.75075 1.52670
H 5.90275 -2.26741 3.22560
H 4.51756 -3.34655 3.11806
H 4.38678 -1.99206 5.18402
H 3.04204 -1.58604 4.11017
C -6.73299 4.77022 3.78191
C -6.99678 3.43179 4.46344
C -5.81309 2.94824 5.30518
C -4.61003 2.76548 4.43814
N -3.67559 2.62197 3.76379
H -5.90134 4.70564 3.07664
H -7.61204 5.08877 3.21815
H -6.50122 5.54573 4.51705
H -7.23688 2.68587 3.70029
H -7.87507 3.52697 5.10724
H -6.05407 1.99583 5.78215
H -5.57933 3.67074 6.09056
*
```

3.
# C25H48CdCl12O8

C25H48CdCl12O8 as an isolated structure in a non-equilibrium geometry (the ωB97M-V functional and the def2-TZVPD basis, the OMol25 dataset).

Summary:
Gap between HOMO and LUMO in eV: 6.996
Largest force on an atom in Eh/bohr: 0.1042
LUMO energy in eV: 0.28
DFT total energy in Ha: -7273.1591

```
! wB97M-V def2-TZVPD RIJCOSX def2/J DEFGRID3
* xyz 0 1
Cd 10.84825 9.78989 11.95494
C 14.99343 13.52246 6.79973
O 15.70419 13.98952 7.67709
O 12.88559 9.55918 11.52695
O 14.41789 13.07545 5.89637
C 11.24203 7.17131 9.00905
C 10.14631 8.13744 8.58113
O 9.87372 9.08068 9.32952
C 9.53804 7.88308 7.21011
H 11.90446 7.00669 8.13993
H 10.82290 6.20234 9.22507
H 11.77045 7.47107 9.94919
H 9.66724 6.88605 6.89107
H 10.08878 8.53726 6.58404
H 8.53648 8.21358 7.20550
C 8.73094 13.59876 10.84970
C 9.62554 12.39005 10.96632
O 9.49845 11.65676 11.91693
C 10.67047 12.19062 9.89056
H 7.83153 13.29931 10.33781
H 9.19749 14.35572 10.21041
H 8.44666 14.08524 11.81383
H 10.32386 12.65019 8.97337
H 10.70298 11.10964 9.57954
H 11.63776 12.47773 10.31926
C 15.55482 10.00712 10.31682
Cl 16.27002 11.04903 11.58770
Cl 15.16839 10.87734 8.91623
H 16.16042 9.08699 10.11523
H 14.57783 9.69835 10.67014
C 16.36442 14.64766 10.88958
Cl 14.97591 15.28086 11.82758
Cl 17.39061 15.96966 10.34220
H 16.96974 14.04925 11.56920
H 16.05010 14.07186 10.06283
C 14.06442 6.97707 11.93843
Cl 14.49595 6.13146 10.43404
Cl 12.78518 6.09454 12.71191
H 14.91664 6.87064 12.67613
H 13.69723 7.92967 11.70973
C 9.14848 4.68049 10.47870
Cl 7.70352 5.61993 10.29693
Cl 8.72653 3.29195 11.59789
H 9.40858 4.19923 9.51458
H 9.99598 5.24850 10.89046
C 13.67985 9.23473 6.12658
Cl 13.55282 7.45738 6.16621
Cl 12.31081 10.09894 6.82360
H 14.50370 9.43582 6.82028
H 13.87724 9.50499 5.11908
C 10.37037 13.80718 5.02893
Cl 11.16922 14.93713 6.22341
Cl 8.97067 13.06937 5.75579
H 10.11816 14.33118 4.12985
H 11.00987 13.05475 4.68106
C 17.01877 7.68780 4.63413
C 17.40378 8.94268 5.41598
C 17.56398 8.36003 6.85826
O 18.08705 7.10670 6.59727
C 17.32458 6.52215 5.56525
H 17.70739 7.56747 3.79734
H 15.99008 7.64979 4.33165
H 16.57198 9.64906 5.42901
H 18.36039 9.26744 4.97493
H 16.54485 8.37171 7.32797
H 18.26771 8.94351 7.44306
H 16.39227 6.00514 5.95524
H 18.06887 5.80834 5.14499
C 8.45404 7.27978 14.82245
C 7.31011 7.44549 13.83106
C 7.69879 8.72522 13.09190
O 9.20353 8.68912 13.08632
C 9.67472 7.57117 14.03877
H 8.59259 6.30957 15.23085
H 8.32346 7.97820 15.66676
H 6.39193 7.55951 14.35680
H 7.32556 6.63560 13.15222
H 7.35542 9.63354 13.55807
H 7.35745 8.75445 12.08536
H 10.48469 8.04681 14.64538
H 10.05845 6.79354 13.39289
C 13.13515 13.08571 14.30893
C 12.14168 12.86444 15.50993
C 11.49726 11.53544 15.14367
O 11.58681 11.52919 13.75276
C 12.94390 11.80749 13.49067
H 14.14786 13.33195 14.56780
H 12.74950 13.78548 13.55304
H 11.45171 13.60173 15.38071
H 12.62844 12.85029 16.50308
H 10.49277 11.55804 15.44358
H 12.09625 10.64396 15.50631
H 13.05761 11.91451 12.38508
H 13.58016 10.99157 13.83019
*
```